1.
This record from the OMol25 dataset describes 3 unconnected molecules or ions with the total composition C16H34NO5 at a distorted geometry. The level of theory is ωB97M-V/def2-TZVPD.

Structure (XYZ):
```
56
Properties=species:S:1:pos:R:3:forces:R:3:mulliken_charge:R:1
C 2.40637 4.42056 -2.95046 0.22 -0.61 0.70 -0.699
C 2.34853 3.40585 -2.03514 0.20 0.05 -1.49 -0.775
C 1.48752 2.20497 -2.27660 -1.54 1.69 2.47 0.761
C 0.47465 2.17201 -3.42219 1.09 -0.53 1.31 -1.127
C -0.02101 0.69203 -3.24049 0.90 1.32 -0.77 0.301
C -1.14920 0.63643 -2.18835 -0.68 -0.05 -0.21 -0.447
O -2.38304 0.79076 -2.85014 0.16 -0.23 0.09 -0.464
C -2.92384 2.09654 -2.82624 -0.47 0.14 -0.21 -0.701
C 1.30533 0.06805 -2.90198 -0.53 -0.58 -0.04 -0.593
N 2.14846 0.88552 -2.40086 -0.20 -0.33 -0.71 0.078
H 3.36667 4.72940 -3.35117 0.07 1.45 1.24 0.278
H 1.50031 4.94233 -3.24581 -0.11 -0.99 -1.53 0.290
H 2.88063 3.47438 -1.08855 1.29 -0.82 -0.62 0.450
H 0.92902 2.08100 -1.33451 -0.16 -0.18 -0.10 -0.030
H 1.02787 2.28285 -4.35285 -0.34 0.33 -0.22 0.370
H -0.20470 2.98033 -3.17696 -0.53 -0.17 -0.64 0.423
H -0.33317 0.30130 -4.20718 -0.44 -0.35 0.23 0.679
H -1.19073 -0.29279 -1.62135 0.13 -0.11 -0.06 0.111
H -1.05025 1.46643 -1.48670 0.29 -0.14 0.23 0.367
H -2.92232 2.53275 -1.82449 0.16 -0.04 0.07 0.308
H -3.96167 2.01077 -3.13822 -0.03 -0.08 0.00 0.304
H -2.44226 2.77362 -3.53587 0.18 -0.01 0.04 0.289
H 1.53665 -0.97063 -3.10331 0.21 -0.05 0.23 0.487
H 3.09022 0.61783 -2.13931 0.08 0.23 0.14 0.336
C -3.35725 -2.10059 -0.15026 0.05 0.12 -0.01 -0.986
O -2.53081 -1.30836 0.69507 -0.08 -0.14 -0.12 -0.103
C -3.18975 -0.92863 1.89936 0.30 0.20 -0.01 -0.579
C -2.75193 -1.77814 3.07154 -0.27 -0.11 0.13 -0.255
O -3.16595 -3.12447 2.92615 0.10 0.01 -0.16 -0.391
C -2.13116 -3.98999 2.49606 -0.02 -0.03 0.07 -0.583
H -2.72920 -2.52656 -0.93233 0.04 0.03 0.01 0.248
H -3.83434 -2.91285 0.40040 0.01 0.00 0.01 0.484
H -4.12482 -1.47504 -0.61682 -0.05 -0.07 -0.01 0.313
H -4.27460 -0.97872 1.77551 -0.01 -0.05 0.01 0.387
H -2.92076 0.11314 2.10106 -0.03 0.00 0.02 0.384
H -3.22268 -1.39008 3.97956 0.03 0.04 0.00 0.390
H -1.66637 -1.71926 3.20338 0.01 0.02 -0.03 -0.029
H -1.42200 -4.17438 3.31022 0.05 0.00 -0.04 0.315
H -1.59519 -3.58286 1.63407 0.01 0.01 0.00 0.178
H -2.58824 -4.93549 2.21099 -0.03 0.00 0.04 0.254
C 3.69485 0.96570 2.18144 -0.02 0.01 0.03 -0.704
O 2.28164 0.86246 2.10789 0.13 -0.03 -0.07 -0.410
C 1.83393 -0.06567 1.14253 -0.28 0.27 0.08 0.000
C 1.40881 -1.38064 1.76034 0.17 -0.29 -0.18 -0.239
O 2.50969 -2.06672 2.31924 0.04 0.16 0.07 -0.450
C 2.59238 -1.94894 3.73314 0.00 -0.07 0.01 -0.690
H 3.93843 1.52866 3.07928 -0.04 0.04 -0.01 0.296
H 4.16835 -0.01636 2.23900 0.00 -0.01 -0.01 0.341
H 4.08513 1.50802 1.31106 0.05 -0.03 0.00 0.230
H 2.61106 -0.23638 0.38467 0.04 -0.09 0.05 0.107
H 0.96226 0.38433 0.64589 -0.02 -0.07 -0.02 0.128
H 0.99214 -2.02140 0.97478 -0.08 0.04 0.01 0.347
H 0.62753 -1.21404 2.50725 0.00 0.07 -0.01 0.147
H 1.82050 -2.55878 4.21215 -0.01 0.04 0.03 0.290
H 2.48921 -0.91165 4.05879 -0.02 0.01 -0.01 0.327
H 3.56908 -2.31866 4.03733 0.00 -0.04 -0.04 0.257
```
Positions in Å, forces in eV/Å.

Calculated values
Orbital gap, eV: 6.940
HOMO, hartree: -0.417
Charge: +1


2.
This record from the OMol25 dataset describes a molecular structure, C26H24Cl2CrN8O2S2. The level of theory is ωB97M-V/def2-TZVPD.

Structure (XYZ):
```
65
Properties=species:S:1:pos:R:3:forces:R:3:mulliken_spin:R:1
Cr 0.21238 -1.16130 2.14149 -0.36 0.30 0.05 3.088
C 4.31251 -1.67752 3.22033 0.07 0.06 0.04 -0.001
C 2.97078 -1.76320 2.59235 0.34 0.01 -0.20 0.007
N 1.89387 -1.48997 3.22544 -0.46 -0.18 0.07 -0.046
N 1.91138 -1.05835 4.52289 -0.15 -0.01 0.02 0.001
C 0.73673 -0.71870 5.11054 0.13 0.02 -0.02 -0.004
N 0.82217 -0.22824 6.34264 -0.03 0.02 0.04 -0.001
S -0.77305 -0.92908 4.37116 0.11 -0.17 0.01 -0.032
C 2.76833 -2.07278 1.15861 0.01 0.01 0.14 0.024
C 3.77034 -2.50750 0.33171 0.07 -0.13 -0.14 -0.003
C 3.50429 -2.62631 -1.03237 0.15 -0.04 0.05 0.004
C 2.25784 -2.30746 -1.50945 -0.12 0.00 -0.06 0.005
C 1.28358 -1.89462 -0.60734 0.03 0.00 0.00 0.023
N 1.52752 -1.80544 0.69248 -0.15 0.10 0.07 -0.059
H 4.56417 -0.61694 3.32609 0.00 -0.02 -0.03 0.002
H 5.08374 -2.12591 2.60637 0.01 -0.01 0.00 0.000
H 4.32190 -2.16796 4.19585 0.01 0.01 0.00 0.001
H 2.79585 -0.77053 4.91549 0.02 0.06 0.01 -0.001
H 1.69772 -0.09860 6.82239 0.00 -0.03 0.01 0.000
H -0.02108 0.06251 6.80861 0.00 0.01 -0.01 0.000
H 4.75857 -2.71293 0.70985 0.01 0.01 0.00 0.000
H 4.28934 -2.93844 -1.70764 -0.01 -0.01 0.00 0.000
H 2.02233 -2.34406 -2.56269 0.01 0.01 0.00 0.000
H 0.29365 -1.61979 -0.93925 -0.01 0.01 0.00 -0.010
C -1.49457 0.57648 -6.72535 0.00 0.03 0.04 0.000
O -0.72116 0.95986 -5.59899 -0.04 -0.01 -0.01 0.000
C -1.32319 1.71175 -4.64570 0.01 -0.04 -0.07 0.002
C -2.66439 2.08234 -4.66994 -0.03 0.01 0.07 -0.001
C -3.16392 2.87162 -3.64142 -0.05 -0.09 -0.08 0.002
C -2.36336 3.24604 -2.57488 -0.11 0.12 0.12 -0.001
C -1.01158 2.89575 -2.57194 0.06 0.02 -0.08 0.003
C -0.49839 2.13740 -3.60256 0.02 0.04 0.07 -0.002
N -2.99821 4.10404 -1.61337 0.37 0.08 0.18 0.004
N -2.69681 4.13327 -0.40873 -0.26 -0.49 -0.25 -0.002
C -1.83423 3.15982 0.21850 -0.16 0.23 -0.13 0.018
C -0.91759 3.65301 1.10022 0.26 0.13 0.13 -0.012
C -0.05349 2.83045 1.85061 -0.01 0.38 -0.03 0.022
C -0.14315 1.48190 1.71939 -0.08 -0.34 0.11 -0.022
O 0.64315 0.60682 2.35439 0.16 0.13 -0.22 -0.005
C -1.16328 0.94072 0.90251 -0.20 -0.06 0.05 0.020
N -1.27419 -0.42263 0.93427 0.18 -0.05 0.01 -0.077
C -2.20809 -1.01126 0.20696 -0.06 0.03 -0.02 0.040
C -3.13064 -0.28349 -0.54304 0.02 0.00 0.00 -0.001
C -3.05393 1.08847 -0.55645 0.05 0.01 0.00 0.025
C -2.02710 1.75124 0.14215 -0.15 -0.10 0.08 0.001
H -0.82446 0.02397 -7.37650 0.01 -0.01 0.00 0.000
H -1.87653 1.45030 -7.25793 0.00 0.00 0.00 0.000
H -2.32955 -0.06566 -6.43325 0.00 0.00 0.00 0.000
H -3.31555 1.78912 -5.48041 0.01 0.01 0.01 0.000
H -4.19492 3.20340 -3.65844 0.02 0.02 -0.01 0.000
H -0.34726 3.22893 -1.78714 0.00 0.00 -0.02 0.000
H 0.55096 1.86878 -3.62034 -0.05 0.02 -0.01 0.000
H -0.84655 4.72838 1.20020 0.01 0.01 0.02 0.000
H 0.69302 3.26318 2.50139 0.03 0.00 -0.02 0.000
H -2.23463 -2.09307 0.21596 0.00 0.04 0.00 -0.019
H -3.89869 -0.80474 -1.09615 0.01 0.00 0.01 0.000
H -3.78943 1.65640 -1.10398 -0.03 0.07 -0.05 0.002
Cl -1.30912 -4.59987 -0.28798 0.02 -0.01 -0.08 0.001
C -1.76869 -4.44195 1.38846 0.12 0.07 0.06 0.004
Cl -0.48929 -3.64200 2.37529 0.01 -0.24 0.09 -0.006
H -1.88640 -5.41837 1.83952 -0.03 -0.05 -0.02 0.000
H -2.66392 -3.84156 1.48314 -0.06 0.00 0.01 -0.001
S 1.52487 1.27432 -1.01360 0.33 -0.14 0.10 0.001
C 2.66703 0.89983 0.13659 0.16 -0.02 0.16 0.004
N 3.43239 0.58011 0.96298 -0.20 0.17 -0.25 0.001
```
Positions in Å, forces in eV/Å.

Calculated values
Orbital gap (spin up / spin down), eV: 5.509 / 5.406
HOMO (spin up / spin down), hartree: -0.343 / -0.344
Relative energy (zero: lowest compared OMol25 entry of this formula, charge and spin), kJ/mol: 125.2
Charge: +1
Multiplicity: 4


3.
This record from the OMol25 dataset describes 2 unconnected molecules or ions with the total composition C7H16O at a distorted geometry. The level of theory is ωB97M-V/def2-TZVPD.

Structure (XYZ):
```
24
Properties=species:S:1:pos:R:3:forces:R:3:mulliken_charge:R:1
C -1.88807 0.93316 -2.87459 0.30 0.45 0.04 -1.124
C -2.56449 -0.03324 -1.92983 0.06 0.08 0.81 0.883
C -3.32725 -1.16907 -2.57183 -0.29 -0.43 0.17 -1.104
O -2.49859 0.09611 -0.71833 -0.03 -0.13 -1.00 -0.555
H -1.36687 1.72353 -2.30866 -0.26 -0.40 -0.19 0.285
H -2.63305 1.40690 -3.53579 0.27 -0.26 0.14 0.387
H -1.14990 0.40279 -3.49941 -0.34 0.15 0.13 0.291
H -4.13418 -0.77371 -3.21148 0.36 -0.13 0.12 0.375
H -2.65210 -1.77991 -3.19445 -0.24 0.28 0.11 0.282
H -3.77569 -1.81653 -1.79964 0.24 0.34 -0.29 0.281
C -0.39374 -4.30917 -0.65141 0.00 -0.04 0.06 -1.153
C 0.19762 -2.98563 -0.16734 -0.08 0.09 0.20 -0.304
C 0.89247 -2.21153 -1.28525 0.06 -0.06 -0.12 -0.214
C 1.48384 -0.88798 -0.80119 -0.01 0.07 -0.04 -1.210
H -0.88821 -4.84526 0.17607 0.16 0.14 -0.38 0.343
H 0.40354 -4.95226 -1.06056 -0.35 0.14 0.10 0.312
H -1.13751 -4.12332 -1.44441 0.23 -0.17 0.24 0.245
H -0.60767 -2.35490 0.25592 0.36 -0.22 -0.07 0.245
H 0.93020 -3.18212 0.63899 -0.32 0.13 -0.24 0.309
H 1.69775 -2.84226 -1.70851 -0.35 0.23 0.03 0.342
H 0.15989 -2.01504 -2.09157 0.29 -0.13 0.19 0.129
H 2.22760 -1.07384 -0.00818 -0.24 0.16 -0.26 0.365
H 0.68656 -0.24491 -0.39203 0.32 -0.16 -0.10 0.256
H 1.97831 -0.35190 -1.62866 -0.14 -0.13 0.36 0.333
```
Positions in Å, forces in eV/Å.

Calculated values
Orbital gap, eV: 10.626
SMILES string: CC(C)=O.CCCC
HOMO, hartree: -0.359
Relative energy (zero: lowest compared OMol25 entry of this formula, charge and spin), kJ/mol: 22.8